No. 1
Molecular formula: C4H6O
Method: DFT, wB97M-V/def2-TZVPD

LUMO level	1.03	eV
molar mass	70.09	g/mol
Kohn-Sham gap	10.1	eV
ΔE to the lowest compared entry with this formula, charge and spin	83.3	kcal/mol
2S+1	1
HOMO energy	-9.11	eV

XYZ file:
```
11
Properties=species:S:1:pos:R:3:forces:R:3
C 1.515676 0.664733 0.005501 2.027 4.336 0.093
C 0.324364 -0.210230 0.086083 1.931 1.869 -0.563
C -0.905537 0.131801 -0.114663 -6.633 -2.890 1.077
C -2.547693 -0.463758 -0.018319 4.080 0.386 -0.426
O -1.987147 0.930915 -0.025289 0.271 -0.023 -0.821
H 1.176109 1.801912 -0.035824 0.734 -2.120 0.402
H 2.141704 0.627513 -0.962536 -1.068 -0.603 1.338
H 2.304307 0.585092 0.886241 -1.837 -0.071 -1.654
H 0.701614 -1.163073 0.168988 -0.516 -2.668 0.017
H -3.038435 -0.917118 -0.963262 0.915 1.406 1.725
H -2.829827 -0.783297 1.012393 0.096 0.379 -1.187
```
Positions in Å, forces in eV/Å.

No. 2
Molecular formula: C4H6O
Method: DFT, wB97M-V/def2-TZVPD

LUMO level	0.13	eV
molar mass	70.09	g/mol
Kohn-Sham gap	9.9	eV
ΔE to the lowest compared entry with this formula, charge and spin	72.7	kcal/mol
2S+1	1
HOMO energy	-9.82	eV

XYZ file:
```
11
Properties=species:S:1:pos:R:3:forces:R:3
C -2.402368 0.200422 -0.055904 1.928 0.023 0.572
C -1.093652 0.437427 -0.099047 -0.475 -2.139 -0.609
C -0.066887 -0.387559 0.618357 1.141 0.663 -2.332
C 1.271804 0.132055 -0.084865 4.468 -0.860 -1.929
O 2.476502 -0.380989 -0.318387 -7.716 3.010 1.889
H -2.961625 1.008779 -0.380752 -1.840 0.692 -1.267
H -2.775598 -0.695877 0.398112 -0.533 0.152 0.696
H -0.589438 0.907754 -0.927649 -1.206 1.727 -0.004
H -0.342289 -0.187996 1.625612 1.015 -0.525 1.250
H -0.162545 -1.388498 0.240572 0.003 -0.933 0.648
H 0.766092 1.109680 -0.680042 3.213 -1.810 1.087
```
Positions in Å, forces in eV/Å.

No. 3
Molecular formula: C4H6O
Method: DFT, wB97M-V/def2-TZVPD

LUMO level	0.82	eV
molar mass	70.09	g/mol
Kohn-Sham gap	8.8	eV
ΔE to the lowest compared entry with this formula, charge and spin	42.1	kcal/mol
2S+1	1
HOMO energy	-7.95	eV

XYZ file:
```
11
Properties=species:S:1:pos:R:3:forces:R:3
C 1.962275 0.072499 -0.569183 -1.754 -0.544 1.978
C 0.601680 0.016506 -0.683901 3.434 0.670 -1.685
C -0.234947 -0.305924 0.424638 -2.239 2.034 -2.699
C -1.547680 -0.122128 0.145815 1.731 0.453 -1.409
O -2.442593 -0.083420 1.113513 -1.315 0.389 1.044
H 2.457868 -0.085383 -1.472053 1.463 0.700 -1.173
H 2.493810 0.022436 0.431388 -0.655 -0.307 -1.437
H 0.288721 0.373826 -1.743951 -0.274 -1.392 1.916
H 0.187578 -0.122366 1.367895 0.369 -0.639 1.471
H -1.824368 0.171136 -0.957550 -0.123 -1.059 2.484
H -1.942341 0.062822 1.943388 -0.636 -0.306 -0.490
```
Positions in Å, forces in eV/Å.

No. 4
Molecular formula: C4H6O
Method: DFT, wB97M-V/def2-TZVPD

LUMO level	0.36	eV
molar mass	70.09	g/mol
Kohn-Sham gap	8.2	eV
ΔE to the lowest compared entry with this formula, charge and spin	93.6	kcal/mol
2S+1	1
HOMO energy	-7.82	eV

XYZ file:
```
11
Properties=species:S:1:pos:R:3:forces:R:3
C -1.242123 0.082802 -0.407672 -0.106 -0.124 0.024
O -0.247822 1.063320 -0.747719 0.044 0.054 -0.009
C 0.975335 0.653225 -0.402777 -0.052 -0.058 0.255
C 0.841644 -0.710113 0.148459 -0.141 -0.062 -0.018
C -0.441804 -1.077135 0.093723 0.162 0.115 -0.018
H -1.924074 0.496547 0.349231 0.083 -0.041 -0.058
H -1.815249 -0.123518 -1.317503 0.082 0.013 0.121
H 1.394407 1.481644 1.195525 -0.091 -0.150 -0.266
H 1.654341 1.467729 0.226896 0.057 -0.019 0.038
H 1.682033 -1.305639 0.485241 -0.129 0.132 -0.015
H -0.876688 -2.028860 0.376597 0.091 0.140 -0.054
```
Positions in Å, forces in eV/Å.

No. 5
Molecular formula: C4H6O
Method: DFT, wB97M-V/def2-TZVPD

LUMO level	0.84	eV
molar mass	70.09	g/mol
Kohn-Sham gap	10.0	eV
ΔE to the lowest compared entry with this formula, charge and spin	65.0	kcal/mol
2S+1	1
HOMO energy	-9.20	eV

XYZ file:
```
11
Properties=species:S:1:pos:R:3:forces:R:3
C -0.515724 0.207717 1.986815 -0.192 0.060 0.129
C -1.188804 -0.348160 1.012912 0.673 0.398 -0.283
C -0.995518 -0.761535 -0.214046 -0.057 0.003 0.018
O 0.351851 -0.698349 -0.537822 0.208 -0.638 -0.322
C 0.937653 0.297931 -1.338393 0.147 0.111 -0.296
H 0.184113 -0.376547 2.577974 -0.416 0.041 0.403
H -0.508805 1.288901 2.063607 -0.069 -0.007 0.360
H -1.667894 -1.247450 -0.914975 0.066 0.107 0.129
H 0.535839 1.315260 -1.216448 -0.216 -0.342 0.179
H 0.878523 0.004503 -2.389962 0.021 0.211 -0.096
H 1.988766 0.317729 -1.029663 -0.164 0.056 -0.221
```
Positions in Å, forces in eV/Å.

No. 6
Molecular formula: C4H6O
Method: DFT, wB97M-V/def2-TZVPD

LUMO level	1.18	eV
molar mass	70.09	g/mol
Kohn-Sham gap	10.5	eV
ΔE to the lowest compared entry with this formula, charge and spin	45.1	kcal/mol
2S+1	1
HOMO energy	-9.31	eV

XYZ file:
```
11
Properties=species:S:1:pos:R:3:forces:R:3
C 0.127865 1.254909 -0.004425 -0.663 0.620 -0.045
C -0.121216 -0.037538 0.729530 -0.667 0.289 -0.562
C -0.718687 -1.039715 -0.243305 -0.587 -0.230 0.135
O 0.305493 -0.799743 -1.233374 -0.353 -0.214 -0.596
C 0.936418 0.107045 -0.389425 2.092 -0.911 2.871
H 0.605253 2.029857 0.587563 0.020 -0.142 -0.115
H -0.588015 1.610161 -0.737189 -0.077 0.092 0.039
H -0.110214 -0.122744 1.813103 0.376 -0.058 -0.372
H -1.725253 -0.829989 -0.622576 0.058 -0.055 -0.052
H -0.664590 -2.077669 0.100379 0.038 0.141 -0.013
H 1.952945 -0.094573 -0.000281 -0.235 0.469 -1.291
```
Positions in Å, forces in eV/Å.

No. 7
Molecular formula: C4H6O
Method: DFT, wB97M-V/def2-TZVPD

LUMO level	0.97	eV
molar mass	70.09	g/mol
Kohn-Sham gap	11.2	eV
ΔE to the lowest compared entry with this formula, charge and spin	31.5	kcal/mol
2S+1	1
HOMO energy	-10.19	eV

XYZ file:
```
11
Properties=species:S:1:pos:R:3:forces:R:3
C -1.809049 1.385342 -0.276733 0.224 -0.485 0.123
C -1.055121 0.498166 0.030827 -0.980 0.336 -0.275
C -0.275932 -0.680182 0.380021 -0.053 -0.250 0.110
C 1.125426 -0.619834 -0.201762 -0.140 -0.116 -0.091
O 1.744151 0.589350 0.182560 0.255 -0.220 -0.014
H -2.577460 2.069343 -0.551392 0.222 0.173 0.016
H -0.794613 -1.573897 0.012683 0.022 0.117 0.103
H -0.206760 -0.746199 1.471342 -0.004 -0.037 -0.120
H 1.098358 -0.727822 -1.298339 -0.024 0.062 0.221
H 1.668426 -1.471414 0.210382 0.344 0.236 -0.053
H 1.082574 1.277147 0.040410 0.134 0.183 -0.019
```
Positions in Å, forces in eV/Å.

No. 8
Molecular formula: C4H6O
Method: DFT, wB97M-V/def2-TZVPD

LUMO level (spin up / spin down)	-0.56 / -0.56	eV
molar mass	70.09	g/mol
Kohn-Sham gap (spin up / spin down)	7.7 / 7.7	eV
ΔE to the lowest compared entry with this formula, charge and spin	102.7	kcal/mol
2S+1	1
HOMO energy (spin up / spin down)	-8.30 / -8.30	eV

XYZ file:
```
11
Properties=species:S:1:pos:R:3:forces:R:3
O -1.945966 -1.106056 0.831094 0.149 -0.125 0.303
C -0.980536 -0.739017 -0.129988 0.200 -0.034 -0.334
C -0.212112 0.495376 0.222778 0.007 0.148 -0.161
C 1.009879 0.784696 -0.246766 -0.044 -0.126 -0.143
C 2.174832 0.507957 -0.952506 -0.430 0.135 0.184
H -1.479417 -1.288138 1.655588 -0.130 0.001 -0.038
H -0.283593 -1.556836 -0.372611 -0.141 0.025 0.085
H -1.551424 -0.520122 -1.041184 0.054 -0.151 0.113
H 1.080244 1.889500 -0.360017 0.689 0.316 0.171
H -0.777306 1.313122 0.664158 -0.053 -0.147 -0.154
H 3.026315 0.213126 -0.309198 -0.300 -0.042 -0.026
```
Positions in Å, forces in eV/Å.